ORCA calculation (ωB97M-V/def2-TZVPD) on a molecular structure, C32H31N8O9W.

Computed properties:
LUMO (alpha / beta), hartree: -0.1685 / -0.1686
HOMO (alpha / beta), Eh: -0.4005 / -0.4005
Energy above the lowest of the compared OMol25 structures with the same formula, charge and spin, eV: 0.000
Total charge: +1

Each line ends with the Mulliken charge.
Element x y z (Å)
W -0.247 0.361 -0.155  3.009
O -1.785 1.545 -0.898  -0.546
O 0.580 -5.616 2.268  -0.417
O 3.803 -3.808 0.616  -0.533
O 5.462 -2.382 1.029  -0.605
O 1.181 -3.362 -0.162  -0.949
O 0.314 -0.373 1.571  0.067
O 2.180 -1.358 3.607  -0.479
O -3.386 -4.686 2.591  -0.664
O 0.041 -1.566 -0.842  -0.687
N 0.384 2.331 -0.115  0.616
N -0.258 3.223 -0.956  -1.285
N -1.319 -4.572 1.654  -0.062
N 1.994 0.115 -0.348  0.491
N 0.406 0.534 -4.549  -0.091
N 4.018 -0.188 0.373  0.094
N -2.090 -0.652 0.516  -0.360
N -0.064 0.463 -2.434  0.557
C 3.111 0.735 0.018  -0.191
C -2.557 -4.104 1.916  0.291
C -0.814 -0.107 -4.455  -0.747
C 4.328 -2.604 0.697  0.497
C -1.097 -0.148 -3.137  -0.815
C 3.433 2.186 0.040  -1.567
C -4.193 -2.359 1.141  -0.433
C 1.497 2.716 3.070  -0.469
C -2.272 3.478 -2.254  0.755
C 0.844 1.806 2.256  0.089
C -4.283 3.579 -3.572  -0.893
C 2.091 1.601 -3.040  -1.038
C 3.482 -1.444 0.282  0.433
C -1.877 -1.872 1.029  1.406
C -3.456 2.895 -2.693  -0.197
C -2.877 -2.757 1.326  -0.146
C -1.911 4.748 -2.702  -0.526
C -3.361 -0.259 0.358  -0.414
C -1.397 2.735 -1.326  0.251
C 2.378 2.237 4.033  -0.845
C 1.193 -2.363 3.356  -0.320
C 2.230 -1.241 -0.178  -0.306
C 2.568 0.872 4.182  -0.645
C 1.887 -0.052 3.391  -0.566
C -0.823 -5.789 2.259  -0.593
C -2.738 5.425 -3.581  -0.720
C 1.107 -2.168 -0.404  1.118
C 1.021 0.438 2.417  0.723
C 0.828 0.864 -3.316  0.228
C -0.080 2.229 1.157  -0.483
C -3.925 4.844 -4.014  -0.403
C -4.430 -1.084 0.663  -1.151
H -2.460 6.412 -3.928  0.420
H -3.721 1.903 -2.347  0.326
H 3.735 2.479 1.048  0.405
H -0.692 -4.118 1.002  0.102
H 2.907 2.927 4.679  0.433
H -0.987 5.190 -2.351  0.499
H -1.955 -0.569 -2.646  0.464
H 2.896 0.911 -2.782  0.171
H 1.935 2.287 -2.213  0.044
H 2.862 -3.782 0.302  0.377
H 2.576 2.779 -0.249  0.195
H -4.572 5.382 -4.696  0.407
H 3.241 0.477 4.934  0.519
H -0.869 2.925 1.424  0.631
H -4.992 -3.046 1.394  0.560
H -1.356 -0.465 -5.313  0.433
H -1.119 -6.658 1.671  0.358
H 0.213 -2.047 3.718  0.307
H 0.992 -6.385 2.676  0.265
H 4.961 -0.026 0.702  0.343
H -5.435 -0.711 0.523  0.478
H -5.206 3.126 -3.912  0.423
H -0.858 -2.125 1.243  -0.759
H 1.516 -3.240 3.906  0.353
H 2.398 2.174 -3.913  0.567
H 0.902 0.738 -5.400  0.222
H 4.262 2.391 -0.640  0.455
H -1.250 -5.877 3.256  0.420
H 1.132 -2.614 2.300  -0.012
H 1.334 3.781 2.943  0.512
H -3.511 0.736 -0.021  0.605


ORCA calculation (ωB97M-V/def2-TZVPD) on a molecular structure, C32H32BCrF4N8O7S.

Computed properties:
LUMO (alpha / beta), hartree: 0.0727 / 0.0726
HOMO (alpha / beta), Eh: -0.0608 / -0.1757
⟨S²⟩: 6.067
2S+1: 5
Total charge: -1

Each line ends with the Mulliken charge.
Element x y z (Å)
Cr 0.527 -0.108 -0.185  0.056
S 2.984 -1.394 1.301  0.452
F -0.508 -3.846 1.066  -0.367
F -0.259 -2.056 -0.362  0.358
F -0.191 -4.197 -1.189  -0.332
F 1.546 -3.453 0.104  -0.249
O 0.650 5.293 -5.040  -0.313
O -1.413 0.299 -0.625  0.242
O 2.351 -0.644 0.123  -0.292
O -0.765 0.479 3.590  -0.758
O 0.150 -0.214 1.679  -0.652
O 2.031 1.979 1.055  0.124
O 0.985 2.940 -0.760  -0.362
N 2.477 4.015 -4.849  -0.620
N 0.826 -0.689 -4.405  0.951
N 1.992 4.368 1.498  -1.162
N 1.560 -1.724 -3.936  -1.232
N -0.215 2.643 0.923  0.013
N 0.914 4.752 0.763  1.182
N 2.529 5.007 -3.908  -0.475
N 0.899 -0.401 -2.255  0.423
C 0.571 3.155 -6.143  0.038
C -1.942 0.917 1.552  -0.248
C 4.156 -2.484 0.454  -0.353
C -0.609 7.646 -0.892  -0.786
C -3.678 0.248 -0.156  -0.992
C 0.859 6.554 -2.995  0.468
C 1.577 -1.522 -2.646  -0.843
C 0.160 3.794 0.078  -0.167
C -3.350 1.526 -0.970  -1.229
C 0.409 6.733 -0.626  0.578
C 1.291 4.137 -5.452  0.484
C -0.873 8.025 -2.202  -0.600
C -0.166 7.461 -3.255  -0.542
C 0.868 1.907 0.238  -0.116
C -0.683 3.386 -6.801  -0.872
C 5.566 -1.952 0.719  -0.747
C 1.161 6.230 -1.672  -0.270
C -1.857 1.690 -0.717  -0.420
C -0.777 0.386 2.384  -0.223
C -2.329 -0.087 0.462  -0.076
C 0.972 1.793 -5.962  -0.254
C 0.616 6.174 0.765  -1.020
C -1.470 2.330 -7.186  -0.502
C -1.107 0.996 -6.917  -1.108
C 0.465 -0.632 -5.833  -0.768
C -1.576 2.183 0.710  -0.293
C 0.444 0.091 -3.403  -0.477
C 5.422 -0.438 0.870  -0.550
C 1.463 5.720 -4.024  0.221
C 4.269 -0.269 1.850  -0.027
C 0.130 0.764 -6.280  0.779
C 2.411 3.173 1.588  -0.104
B 0.148 -3.457 -0.077  -0.356
H 1.911 5.471 -1.491  0.610
H -2.157 -1.130 0.704  0.564
H -1.218 8.028 -0.080  0.381
H -2.771 1.121 2.226  0.620
H 1.902 1.609 -5.436  0.510
H 1.465 6.638 1.265  0.365
H 3.973 -3.509 0.768  0.514
H -4.433 0.409 0.613  0.420
H 6.245 -2.239 -0.084  0.390
H -1.291 2.196 -1.496  0.918
H -0.136 0.988 -3.536  0.708
H -0.273 6.393 1.369  0.295
H 4.538 -0.580 2.863  0.572
H -1.015 4.402 -6.969  0.430
H 3.285 3.030 2.212  0.454
H -2.232 3.015 0.970  0.757
H -2.413 2.531 -7.683  0.366
H 1.304 -1.083 -6.362  0.321
H -0.405 -1.278 -5.963  0.319
H -0.648 4.286 -0.469  0.494
H 5.954 -2.375 1.648  0.302
H -3.550 1.384 -2.030  0.406
H -1.672 8.726 -2.408  0.382
H -1.767 0.174 -7.163  0.339
H -3.901 2.404 -0.633  0.372
H -0.432 7.689 -4.279  0.478
H 3.871 -2.379 -0.592  0.023
H 3.799 0.711 1.879  -0.469
H 2.044 -2.198 -1.953  0.487
H 5.151 0.019 -0.085  0.233
H 6.334 0.040 1.225  0.475
H -4.012 -0.558 -0.807  0.355


ORCA calculation (ωB97M-V/def2-TZVPD) on a molecular structure, C32H32BN7NaO2.

Computed properties:
LUMO, hartree: 0.0818
HOMO, Eh: -0.2084
Energy above the lowest of the compared OMol25 structures with the same formula, charge and spin, eV: 0.068
Total charge: -1

Each line ends with the Mulliken charge.
Element x y z (Å)
Na -1.267 1.656 -1.151  0.825
O -2.859 3.113 -1.484  -0.746
O -3.382 5.304 -1.477  -0.762
N 1.364 -1.581 -0.092  0.717
N -1.666 -1.521 -1.214  -1.146
N -1.172 -1.076 -0.036  2.489
N 0.444 0.447 1.150  1.150
N -0.244 1.603 1.055  -0.209
N -0.158 3.760 -1.711  -0.386
N 2.597 -1.159 -0.433  -1.036
C -2.050 -1.313 0.974  0.183
C 1.371 -2.902 0.214  0.596
C 0.169 -3.678 0.643  -0.989
C 4.823 -2.098 -0.678  0.508
C 1.998 -0.747 2.726  -1.172
C -2.088 5.396 1.685  -0.831
C 3.392 -2.216 -0.356  0.465
C 7.016 -3.088 -0.926  -0.663
C 7.547 -1.857 -1.284  -0.376
C 0.024 2.306 2.149  0.017
C -1.198 4.705 -2.153  -0.515
C -1.508 6.265 2.600  -0.424
C -2.849 -2.054 -0.950  0.319
C -0.530 3.660 2.329  0.803
C -3.668 -2.637 -2.027  0.352
C -3.203 -2.656 -3.341  -0.356
C -5.694 -3.726 -2.770  -0.674
C 0.903 1.582 2.974  -1.803
C -5.224 -3.741 -4.074  -0.391
C -1.611 4.099 1.563  -0.337
C 2.665 -3.350 0.062  -1.355
C 0.044 4.542 3.243  -0.524
C -2.621 4.344 -1.650  0.503
C 6.714 -0.746 -1.337  -0.609
C 1.149 0.402 2.300  0.807
C 5.666 -3.206 -0.627  -0.448
C -3.974 -3.202 -4.354  -0.620
C 5.367 -0.864 -1.038  -0.382
C -3.141 -1.948 0.424  -0.950
C -1.849 -0.923 2.402  -0.976
C -4.922 -3.179 -1.756  -0.521
C -0.446 5.832 3.382  -0.642
B 0.265 -0.500 -0.062  -0.902
H 2.366 -0.559 3.734  0.453
H -1.242 4.673 -3.245  0.347
H -5.302 -3.168 -0.742  0.269
H 0.894 4.223 3.835  0.310
H -3.599 -3.205 -5.370  0.364
H 7.118 0.220 -1.615  0.361
H 1.301 1.860 3.937  0.427
H -2.230 -2.233 -3.552  0.480
H -2.084 3.433 0.852  0.665
H 7.654 -3.962 -0.881  0.365
H 2.852 -0.877 2.057  0.094
H -2.715 -1.247 2.978  0.503
H -0.230 -3.315 1.593  0.144
H 0.383 0.167 -1.066  -0.114
H -0.634 -3.624 -0.092  0.046
H -5.827 -4.164 -4.868  0.372
H 5.262 -4.172 -0.351  0.282
H -2.899 5.713 1.040  0.397
H 1.448 -1.690 2.739  0.181
H 3.010 -4.358 0.220  0.417
H -0.993 5.737 -1.859  0.287
H 8.600 -1.763 -1.519  0.371
H 4.710 -0.005 -1.078  0.478
H -4.027 -2.257 0.954  0.466
H 0.072 3.941 -0.738  0.130
H -1.737 0.156 2.514  0.029
H 0.696 3.898 -2.236  0.210
H 0.452 -4.721 0.778  0.451
H -0.965 -1.391 2.836  0.110
H 0.014 6.506 4.094  0.365
H -1.877 7.279 2.698  0.384
H -6.669 -4.139 -2.540  0.365